[1]
45
Properties=species:S:1:pos:R:3:forces:R:3:lowdin_charge:R:1 method="wB97M-V/def2-TZVPD" gap_ev=8.08 homo_ev=-8.29 lumo_energy_ev=-0.204 smiles="CN1CCCN(C(=O)Cc2c(Cl)cccc2Cl)c2nc3ccccc3nc21" relative_energy_kj_mol=0.0
O 0.71136 0.22476 -1.41757 -0.1 0.0 0.1 0.082
Cl 4.03505 -1.32185 -0.87078 0.0 0.7 -0.4 0.689
Cl 2.30240 3.84641 -1.76190 0.5 -0.5 -0.1 0.694
N -1.95731 0.84678 -0.19879 1.7 -1.2 1.2 0.235
N -2.80906 -1.64879 0.88539 0.7 1.2 -0.8 0.213
C 1.01835 0.63808 -0.31344 0.1 -0.4 -1.8 -0.418
C -1.14737 0.03175 0.47847 -1.1 1.2 -0.9 -0.176
C -1.54635 -1.23186 1.00899 -2.1 -0.5 0.6 -0.216
C 4.98042 1.48170 -3.60515 -0.1 0.8 0.2 -0.089
C 4.94134 0.34129 -2.85474 0.1 -1.2 0.8 -0.108
C 4.18643 2.55981 -3.25773 -0.8 0.7 0.0 -0.100
C -5.43929 0.71345 -1.35978 1.9 0.8 0.5 -0.077
C -5.86570 -0.46516 -0.74141 0.2 -1.3 0.9 -0.091
C 4.06659 0.19273 -1.76596 0.6 1.0 -0.4 -0.558
C 3.34716 2.47861 -2.14140 0.5 -0.4 -0.4 -0.556
C 3.32042 1.30852 -1.36203 -1.5 -0.6 0.6 -0.240
C -4.10646 1.15245 -1.16784 -1.7 -0.6 -0.4 0.009
C -4.96979 -1.24844 -0.01423 -1.1 0.4 -0.4 -0.023
C -3.19430 0.39300 -0.37773 -1.7 0.3 -1.0 -0.235
C -3.64110 -0.82793 0.16200 0.4 -1.2 0.4 -0.214
N 0.13299 0.53842 0.72704 1.1 0.7 0.5 0.007
N -0.74336 -1.98812 1.84576 0.7 -0.8 -0.5 -0.139
C 2.40577 1.24231 -0.14014 0.7 0.1 1.8 -0.112
C -0.59150 -3.45728 1.63202 -0.1 0.3 0.9 -0.042
C 0.46515 0.86200 2.10459 0.4 -0.7 0.6 -0.129
C -0.31204 -1.35260 3.09098 0.1 -0.4 -0.4 -0.171
C 0.85931 -0.41844 2.85260 0.6 0.2 1.0 -0.162
H 5.66586 1.56861 -4.43533 0.0 -0.1 -0.1 0.111
H 5.66137 -0.42868 -3.08344 -0.2 -0.4 0.0 0.104
H 4.17198 3.46069 -3.87823 0.0 -0.3 0.3 0.109
H -6.14912 1.28375 -1.94673 0.2 0.1 0.0 0.097
H -6.91012 -0.80240 -0.81213 0.5 0.2 -0.1 0.107
H -3.74844 2.04556 -1.67083 0.0 -0.1 0.2 0.108
H -5.27196 -2.19784 0.44259 0.1 0.5 -0.2 0.114
H 2.29477 2.26077 0.24475 -0.1 -0.1 0.0 0.083
H 2.90189 0.69791 0.71418 -0.2 0.3 -0.9 0.119
H -1.00057 -4.00438 2.51413 0.5 0.3 -0.5 0.086
H 0.47389 -3.73546 1.45590 -0.6 0.2 0.3 0.085
H -1.16536 -3.84365 0.78564 0.0 0.6 0.0 0.078
H -0.39141 1.29687 2.61869 -0.2 0.1 -0.2 0.129
H 1.25380 1.61449 2.15758 0.0 -0.2 -0.2 0.117
H -0.03038 -2.14705 3.79168 0.0 0.1 -0.2 0.121
H -1.13462 -0.78430 3.55275 -0.1 -0.2 -0.1 0.127
H 1.59067 -0.97978 2.27691 0.3 0.1 -0.2 0.111
H 1.33866 -0.19675 3.83465 -0.3 0.2 -0.6 0.123

---

[2]
56
Properties=species:S:1:pos:R:3:forces:R:3:lowdin_charge:R:1 method="wB97M-V/def2-TZVPD" total_charge=-1 gap_ev="7.95 / 8.12" homo_ev="-5.48 / -5.65" lumo_energy_ev="2.465 / 2.465" spin_multiplicity=2 relative_energy_kj_mol=114.7
Co -0.00399 -0.31528 -0.04894 0.4 0.7 0.0 0.413
O -1.26013 5.65295 -0.83098 -0.1 0.1 0.0 0.057
C -0.86447 4.39918 -0.47983 0.3 -0.4 0.1 -0.287
C 0.35579 3.87274 -0.89826 0.0 0.0 0.1 0.031
C 0.65968 2.56365 -0.56430 0.2 0.1 0.1 -0.227
N -0.16833 1.81051 0.14502 -0.2 0.0 -0.3 0.102
C -1.30250 2.32373 0.60750 -0.1 0.0 0.1 -0.144
C -1.69421 3.62067 0.32878 0.1 0.1 -0.1 0.074
C -2.09229 1.32374 1.46324 0.2 0.1 -0.2 -0.621
O -2.97127 1.74583 2.20439 -0.4 0.4 0.2 0.014
O -1.69795 0.13759 1.32240 0.1 -0.6 -0.1 -0.133
C 1.93645 1.82287 -0.98071 -0.4 0.1 0.1 -0.688
O 2.91805 2.46493 -1.33384 0.3 0.4 -0.2 0.015
O 1.82698 0.56946 -0.87978 0.1 -0.5 0.2 -0.134
H -0.63015 6.02104 -1.46465 -0.1 -0.1 0.2 0.107
H 1.05020 4.44131 -1.50289 0.1 0.0 0.0 0.123
H -2.62738 4.00099 0.71297 -0.1 0.0 0.0 0.125
Cl -2.47038 -2.17776 -0.13020 -0.3 -0.5 0.2 0.749
C -2.49967 -1.09054 -1.46504 0.2 0.3 -0.2 -0.697
C -1.36661 -0.30198 -1.68801 0.2 0.1 0.7 -0.194
C -1.45348 0.52058 -2.81264 0.1 -0.2 0.2 -0.654
Cl -0.09101 1.48962 -3.25813 0.1 0.0 -0.3 0.777
C -2.57631 0.58832 -3.63799 -0.1 0.0 0.1 -0.715
Cl -2.63162 1.64719 -4.99727 0.1 0.1 -0.1 0.647
C -3.68037 -0.20744 -3.35970 0.2 0.0 0.0 -0.721
Cl -5.07589 -0.14649 -4.36477 -0.1 0.0 -0.1 0.651
C -3.63064 -1.07225 -2.27335 0.0 0.0 0.0 -0.714
Cl -4.96369 -2.11045 -1.95597 -0.2 -0.1 0.1 0.660
C 0.50453 -3.98296 1.66710 -0.1 -0.1 0.2 -0.149
O 1.45972 -3.39948 0.80529 0.2 0.6 -0.3 -0.305
P 0.99232 -2.50811 -0.47797 0.1 -1.1 -0.3 0.826
O 0.11537 -3.68416 -1.18537 0.1 0.3 0.6 -0.337
C -0.34399 -3.50599 -2.50752 -0.2 0.1 -0.3 -0.132
O 2.30129 -2.73804 -1.38608 -0.5 0.1 0.2 -0.288
C 3.40637 -1.86513 -1.54742 0.4 0.4 0.0 -0.109
H 0.45012 -5.05380 1.46130 0.0 0.0 0.0 0.086
H -0.48666 -3.55486 1.52402 -0.1 0.0 0.1 0.050
H 0.82903 -3.82339 2.69847 -0.1 0.0 -0.1 0.081
H -1.04464 -4.31639 -2.70471 0.0 0.1 -0.1 0.091
H 0.49254 -3.55528 -3.20701 0.0 -0.1 0.0 0.084
H -0.84744 -2.54523 -2.62919 0.0 -0.1 -0.1 0.055
H 3.71626 -1.93602 -2.59240 0.0 0.0 0.1 0.086
H 4.22390 -2.19029 -0.89909 0.0 -0.1 0.0 0.083
H 3.12950 -0.83796 -1.31029 0.1 0.0 -0.1 0.050
C 2.39097 1.56822 4.62296 0.1 0.4 0.3 -0.027
N 1.70454 0.65021 3.76253 0.0 -0.2 -0.4 -0.130
C 0.73168 -0.22684 4.15643 -0.2 -0.4 0.0 -0.054
C 0.29959 -0.85234 3.02836 -0.1 -0.1 0.4 -0.127
N 0.98521 -0.37422 1.95518 -0.2 0.2 -0.9 0.037
C 1.81449 0.52558 2.42276 0.2 0.1 -0.1 -0.118
H 2.66440 1.06881 5.55427 0.0 0.0 -0.1 0.089
H 1.75144 2.42252 4.86312 0.1 -0.1 0.0 0.096
H 3.29509 1.93086 4.13605 0.0 0.0 0.0 0.093
H 0.43761 -0.32078 5.18095 -0.1 0.0 0.2 0.114
H -0.47337 -1.58389 2.92023 -0.2 0.0 0.0 0.101
H 2.50530 1.09423 1.83101 0.1 0.2 -0.1 0.139

---

[3]
55
Properties=species:S:1:pos:R:3:forces:R:3:lowdin_charge:R:1 method="wB97M-V/def2-TZVPD" total_charge=+1 gap_ev=7.66 homo_ev=-13.08 lumo_energy_ev=-5.424
F 0.82195 0.45129 4.60116 0.1 0.1 0.4 0.158
C 1.25077 0.46597 3.33759 -0.8 0.3 -0.4 -0.606
F 2.56218 0.32156 3.33322 0.4 -0.1 -0.1 0.185
F 0.68517 -0.60043 2.73971 0.2 -0.4 0.0 0.139
C 0.78268 1.69873 2.60195 -0.2 0.4 0.4 -0.084
C 1.48902 2.21701 1.52329 -0.3 0.0 0.1 0.017
C 0.98799 3.32639 0.84788 -0.1 -0.3 0.3 -0.025
C -0.20950 3.91602 1.25075 0.3 -0.2 -0.2 0.004
C -0.90718 3.38806 2.32853 0.3 -0.2 0.2 -0.123
C -2.23354 3.95026 2.77741 0.5 -0.4 -0.6 -0.478
F -2.48061 5.15632 2.22507 0.0 0.3 -0.1 0.135
F -2.25461 4.07915 4.11620 -0.3 0.1 0.3 0.135
C -3.33332 3.00847 2.31835 -0.3 0.1 0.0 -0.028
C -3.63112 2.84714 0.98731 -0.1 -0.1 0.5 0.090
C -4.62701 1.92459 0.70897 0.3 0.4 -0.7 0.030
N -5.23068 1.26947 1.67937 -0.3 -0.3 0.2 0.075
N -5.01674 1.41017 2.97913 0.2 0.1 -0.7 0.163
C -4.07469 2.27817 3.25745 0.2 0.1 0.8 0.006
C -0.41440 2.27689 3.01390 0.2 0.2 -0.5 0.061
H 2.40397 1.72971 1.22198 0.1 0.1 -0.1 0.125
H 1.52548 3.71325 -0.00306 0.0 0.1 0.0 0.116
H -0.57828 4.76936 0.70028 -0.1 0.1 0.1 0.124
H -3.12399 3.39040 0.20685 0.0 0.0 -0.1 0.150
H -4.92619 1.72208 -0.30726 -0.2 -0.2 0.0 0.157
H -5.93518 0.58021 1.43704 -0.1 0.0 0.2 0.194
H -3.86474 2.42695 4.30573 -0.1 -0.1 0.1 0.146
H -0.96433 1.85399 3.84034 0.0 0.0 0.2 0.135
C 0.59427 -2.71351 0.61107 -0.2 -0.2 0.1 -0.055
C 0.35837 -3.09399 -0.83268 0.4 0.2 0.2 -0.197
O -0.32619 -4.36073 -0.92954 -0.1 -0.1 -0.1 0.048
C -1.63779 -4.31376 -0.77952 0.3 0.3 0.0 -0.400
O -2.29862 -3.33592 -0.56926 -0.1 -0.1 0.0 0.153
C -2.23476 -5.72070 -0.95434 -0.2 -0.3 0.1 -0.552
F -1.51965 -6.63697 -0.29859 0.0 0.0 0.0 0.175
F -2.25018 -6.05002 -2.25159 0.0 0.1 0.0 0.172
F -3.48374 -5.75925 -0.49822 0.0 0.1 0.0 0.172
H 1.13155 -3.50258 1.13783 0.1 0.0 -0.1 0.094
H 1.17591 -1.79694 0.66438 0.0 0.0 0.0 0.057
H -0.34947 -2.55829 1.13364 0.0 0.1 0.0 0.077
H 1.30581 -3.22459 -1.35092 -0.1 -0.2 0.0 0.128
H -0.20211 -2.33356 -1.35910 -0.3 -0.1 0.0 0.104
C 5.42232 -0.90203 -4.75195 0.0 0.2 0.3 -0.055
C 4.02743 -1.48537 -4.72207 0.4 -0.2 -0.5 -0.185
O 3.36975 -1.20021 -3.46548 -0.2 0.0 0.1 0.034
C 2.80844 -0.00932 -3.35836 0.2 -0.2 -0.4 -0.407
O 2.78291 0.85750 -4.17888 -0.1 0.1 0.1 0.181
C 2.12133 0.10751 -1.98835 -0.1 0.1 0.4 -0.526
F 2.89160 -0.35830 -0.99784 0.0 0.0 0.0 0.163
F 0.97619 -0.59831 -1.97679 0.2 0.3 -0.2 0.150
F 1.82065 1.37427 -1.70138 0.0 0.0 -0.1 0.162
H 6.00204 -1.25604 -3.89913 0.0 -0.1 -0.1 0.085
H 5.93159 -1.19359 -5.66905 0.0 0.0 0.0 0.087
H 5.39452 0.18620 -4.70249 0.0 0.0 -0.1 0.080
H 4.06478 -2.56994 -4.79077 -0.1 0.0 0.2 0.127
H 3.42003 -1.12273 -5.54975 -0.1 0.1 0.1 0.127

---

[4]
48
Properties=species:S:1:pos:R:3:forces:R:3:lowdin_charge:R:1 method="wB97M-V/def2-TZVPD" total_charge=-1 gap_ev="7.20 / 7.21" homo_ev="-4.77 / -4.78" lumo_energy_ev="2.436 / 2.436" spin_multiplicity=5 relative_energy_kj_mol=0.0
Ho 0.07321 0.19870 1.09137 3.1 -1.8 0.2 1.174
O -1.94559 3.52482 -0.20037 0.0 0.2 -0.1 0.085
C -1.36876 2.53485 0.15613 0.6 -0.6 0.1 -0.571
O -0.10543 2.16825 0.03382 -1.0 0.8 -0.1 -0.174
C -1.91325 1.29469 0.92518 -0.9 0.6 -0.1 -0.621
O -1.58659 1.21206 2.14319 -0.9 0.7 0.6 -0.088
O -1.97894 0.21593 0.25763 -0.9 0.0 -0.5 -0.095
S 0.75568 -1.55804 2.98404 0.1 -0.1 0.1 0.414
C 2.36483 -1.53525 2.13236 0.3 0.0 -0.2 -1.125
N 3.18407 -2.66696 2.53632 -0.3 0.5 -0.3 -0.193
C 4.58109 -2.49432 2.79969 0.0 -0.1 0.1 -0.155
C 5.14513 -1.45760 1.87623 0.0 0.4 -0.2 -0.127
N 4.43276 -0.19530 2.07473 0.0 -0.1 -0.4 -0.132
C 5.19556 0.98755 1.68925 0.1 0.0 0.2 -0.134
C 6.35162 1.22133 2.63217 -0.1 0.0 0.1 -0.215
C 6.10840 1.20623 4.00549 0.0 0.0 0.1 -0.028
C 7.13231 1.44441 4.90899 0.1 0.0 -0.1 -0.080
C 8.42200 1.70566 4.44856 -0.1 0.0 0.0 -0.103
C 8.67063 1.72526 3.08383 -0.1 0.0 0.0 -0.094
C 7.63724 1.48111 2.18066 0.1 0.0 0.0 -0.047
C 3.10109 -0.18681 2.17844 -0.1 -0.1 0.6 -0.793
S 2.27086 1.29373 2.43214 0.2 -0.2 -0.1 0.600
C 2.62578 -3.98964 2.45376 -0.2 -0.3 -0.1 -0.178
C 3.43226 -4.98837 1.63633 0.0 0.2 -0.1 -0.212
C 3.73244 -4.76110 0.29052 0.0 0.0 0.0 -0.039
C 4.46271 -5.69261 -0.43380 0.0 0.0 0.1 -0.087
C 4.90870 -6.86945 0.16833 -0.1 0.2 0.0 -0.110
C 4.61884 -7.09979 1.50387 -0.1 0.1 0.0 -0.100
C 3.88799 -6.15857 2.22723 0.0 -0.1 0.0 -0.057
H 5.11057 -3.43616 2.63410 -0.1 0.0 0.0 0.125
H 4.78197 -2.18820 3.83833 0.0 0.0 0.0 0.127
H 5.02962 -1.75774 0.82873 0.0 -0.1 0.0 0.120
H 6.20105 -1.27783 2.08119 0.0 0.0 0.1 0.127
H 4.52724 1.84327 1.71749 -0.1 0.0 0.0 0.069
H 5.53140 0.86896 0.65435 0.1 -0.1 0.0 0.137
H 5.10155 1.00383 4.35852 0.1 0.0 0.0 0.118
H 6.92348 1.42919 5.97245 0.0 0.0 0.0 0.101
H 9.22219 1.89094 5.15488 0.0 0.0 0.0 0.095
H 9.67158 1.92334 2.71912 0.0 0.0 0.0 0.097
H 7.83272 1.48709 1.11305 0.0 0.0 0.0 0.110
H 1.63235 -3.87430 2.01924 0.0 -0.1 0.0 0.091
H 2.46489 -4.43584 3.44492 0.0 0.1 0.1 0.116
H 3.38407 -3.84428 -0.17710 0.0 0.0 0.0 0.061
H 4.68237 -5.50237 -1.47825 0.0 0.0 0.0 0.097
H 5.47549 -7.59508 -0.40222 0.0 0.0 0.0 0.092
H 4.96137 -8.00498 1.99001 0.0 0.0 0.0 0.093
H 3.66245 -6.33225 3.27503 0.0 0.0 0.0 0.105
S 2.12415 -1.39930 0.21079 0.0 -0.1 0.2 0.404

---

[5]
47
Properties=species:S:1:pos:R:3:forces:R:3:lowdin_charge:R:1 method="wB97M-V/def2-TZVPD" total_charge=+4 gap_ev=5.94 homo_ev=-20.55 lumo_energy_ev=-14.615 relative_energy_kj_mol=0.6
Ta -0.46726 0.73257 -0.19894 0.1 0.1 -0.1 1.288
C -4.52975 -0.71881 -1.58599 0.0 0.0 0.0 0.055
C -3.11686 -0.57638 -1.16243 0.0 0.0 0.0 -0.176
N -2.63513 0.50618 -0.62740 0.0 -0.1 0.0 -0.151
N -3.48445 1.57535 -0.42010 0.0 0.1 0.0 0.027
C -3.13492 2.48165 0.50355 0.0 -0.1 0.0 -0.689
N -3.89138 3.50129 0.78967 0.0 0.0 0.0 0.231
S -1.63033 2.23211 1.34747 0.0 0.0 0.1 0.771
C -2.11896 -1.65076 -1.27158 0.0 0.0 0.0 -0.181
C -2.40549 -2.90849 -1.73932 0.0 0.0 0.0 0.088
C -1.41789 -3.90401 -1.68846 0.0 0.0 0.0 0.081
C -0.18812 -3.59699 -1.14604 0.0 0.0 0.0 0.048
C 0.05324 -2.29870 -0.71833 0.0 0.0 0.0 -0.051
N -0.87482 -1.32270 -0.79260 -0.1 0.0 0.0 -0.054
H -5.20872 -0.36639 -0.80451 0.0 0.0 0.0 0.126
H -4.79758 -1.74510 -1.81063 0.0 0.0 0.0 0.103
H -4.70681 -0.12969 -2.49538 0.0 0.0 0.0 0.142
H -4.33267 1.64864 -0.97210 0.0 0.0 0.0 0.181
H -4.80570 3.65749 0.37445 0.0 0.0 0.0 0.173
H -3.59822 4.18449 1.48112 0.0 0.0 0.0 0.159
H -3.38276 -3.14902 -2.13218 0.0 0.0 0.0 0.143
H -1.63390 -4.90141 -2.05342 0.0 0.0 0.0 0.159
H 0.59352 -4.33999 -1.05577 0.0 0.0 0.0 0.151
H 1.01566 -2.03272 -0.30598 0.0 0.0 0.0 0.125
C 3.35163 0.03780 -2.46679 -0.1 0.0 0.0 0.037
C 2.00936 0.07130 -2.11173 0.0 0.0 0.0 -0.137
N 1.59944 0.30779 -0.85442 0.0 0.0 0.1 -0.146
C 2.55645 0.49771 0.10533 0.0 0.0 0.0 -0.160
C 3.92683 0.49534 -0.16710 0.0 0.0 0.0 -0.090
C 4.31405 0.26826 -1.50542 0.0 0.0 0.0 0.109
C 4.85368 0.69069 0.90711 0.0 0.0 0.0 0.058
C 4.40870 0.81248 2.18160 0.0 0.0 0.0 0.057
C 3.00729 0.75756 2.47610 0.0 0.0 0.1 -0.092
C 2.49569 0.76405 3.79252 0.0 0.0 0.0 0.120
C 1.13803 0.60921 3.99351 0.0 0.0 0.0 0.038
C 0.28873 0.53669 2.90289 -0.1 0.0 0.0 -0.120
N 0.72295 0.59380 1.61961 0.0 0.0 -0.1 -0.113
C 2.09102 0.64421 1.43150 0.0 0.0 0.0 -0.145
H 3.62130 -0.15656 -3.49619 0.0 0.0 0.0 0.146
H 1.24231 -0.07734 -2.86184 0.0 0.0 0.0 0.108
H 5.36626 0.26215 -1.76812 0.0 0.0 0.0 0.160
H 5.91308 0.71812 0.68526 0.0 0.0 0.0 0.152
H 5.10491 0.93527 3.00172 0.0 0.0 0.0 0.151
H 3.17187 0.85712 4.63539 0.0 0.0 0.0 0.162
H 0.71773 0.55522 4.98869 0.0 0.0 0.0 0.149
H -0.77475 0.42877 3.06304 0.0 0.0 0.0 0.097
I -0.42724 2.51172 -2.06779 0.0 0.1 -0.1 0.710